Computed, not measured: a 3-piece molecular cluster, C3H9N3O overall in a non-equilibrium geometry, with ωB97M-V/def2-TZVPD.

The HOMO energy (spin up / spin down) comes out at -8.540 / -8.407 eV. As for the charge: 0.

XYZ file:
```
16
Properties=species:S:1:pos:R:3:mulliken_charge:R:1
C 0.851 -1.630 -0.216 -0.79
N 0.204 -0.440 0.333 -0.26
C 0.162 0.675 -0.283 0.81
N -2.618 -0.420 0.647 -0.28
N 2.005 1.093 0.422 -0.69
C -0.351 1.739 -0.852 -1.02
O -1.720 -0.690 -0.300 -0.31
H -2.291 -0.711 1.567 0.26
H -2.927 0.550 0.622 0.25
H 2.122 0.721 1.364 0.26
H 2.699 0.597 -0.142 0.23
H 0.086 -2.406 -0.295 0.33
H 1.284 -1.474 -1.207 0.29
H 1.618 -1.971 0.479 0.30
H -1.387 1.749 -1.158 0.30
H 0.264 2.618 -0.983 0.32
```


Computed, not measured: a 3-piece molecular cluster, C3H9N3O overall in a non-equilibrium geometry, with ωB97M-V/def2-TZVPD.

The HOMO energy comes out at -8.275 eV. As for the charge: 0.

XYZ file:
```
16
Properties=species:S:1:pos:R:3:mulliken_charge:R:1
C 0.733 0.677 -1.225 -1.63
C -0.924 1.302 -0.084 0.44
N -1.401 2.468 -0.535 -0.40
N -1.180 0.481 0.766 -0.70
H -0.829 3.023 -1.146 0.25
H -2.109 2.934 0.017 0.25
H -0.573 -0.458 0.821 0.61
H 1.164 1.037 -0.296 0.49
H 1.036 1.329 -2.040 0.24
H -0.087 0.048 -1.557 0.47
C 0.352 -2.637 1.576 -0.44
O 1.471 -1.702 -0.143 -0.43
N 0.452 -1.696 0.727 -0.27
H 1.338 -0.738 -0.734 0.59
H -0.475 -2.585 2.270 0.25
H 1.032 -3.483 1.582 0.30
```


Computed, not measured: a 2-piece molecular cluster, C3H9N3O overall in a non-equilibrium geometry, with ωB97M-V/def2-TZVPD.

The HOMO energy comes out at -8.163 eV. As for the structure (SMILES): NC(N)=O.C=NC. As for the charge: 0.

XYZ file:
```
16
Properties=species:S:1:pos:R:3:mulliken_charge:R:1
N 0.798 1.420 0.526 -0.31
C 1.145 0.294 -0.202 0.51
N 1.393 0.510 -1.521 -0.41
O 1.423 -0.814 0.313 -0.67
H 0.989 2.337 0.164 0.19
H 0.361 1.232 1.417 0.25
H 1.835 -0.228 -2.042 0.23
H 1.012 1.331 -1.982 0.21
C -0.737 -1.207 1.698 -0.34
N -1.473 -0.411 1.118 -0.45
C -1.507 -0.398 -0.595 -0.68
H 0.281 -1.561 1.062 0.31
H -0.633 -1.245 2.779 0.30
H -0.967 -1.222 -1.067 0.30
H -1.356 0.597 -1.008 0.21
H -2.565 -0.636 -0.661 0.36
```


Computed, not measured: a 2-piece molecular cluster, C3H9N3O overall in a non-equilibrium geometry, with ωB97M-V/def2-TZVPD.

The HOMO energy comes out at -9.568 eV. As for the structure (SMILES): [H]/N=C(C)\C(N)=N\[H].O. As for the charge: 0.

XYZ file:
```
16
Properties=species:S:1:pos:R:3:mulliken_charge:R:1
H -0.799 -1.422 -1.342 0.32
N -1.231 -0.525 -1.128 -0.73
C -0.418 0.311 -0.611 0.85
C -0.894 1.702 -0.326 -1.47
C 0.901 -0.113 -0.087 0.58
N 1.863 0.827 0.099 -0.41
N 1.022 -1.351 0.249 -0.64
H 1.944 -1.643 0.552 0.14
H -1.928 1.790 -0.649 0.35
H -0.831 1.919 0.740 0.35
H -0.304 2.440 -0.873 0.35
H 1.671 1.802 -0.044 0.18
H 2.712 0.588 0.583 0.20
O -1.341 -2.047 1.272 -0.76
H -2.034 -2.342 0.676 0.29
H -0.332 -1.937 0.888 0.39
```


Computed, not measured: an isolated ion of composition C3H9N3O and charge +1 in a non-equilibrium geometry, with ωB97M-V/def2-TZVPD.

The HOMO energy (spin up / spin down) comes out at -14.652 / -14.617 eV. The expectation value of S² is 0.77. As for the spin multiplicity: 2. As for the charge: +1.

XYZ file:
```
16
Properties=species:S:1:pos:R:3:mulliken_charge:R:1
O 0.687 0.995 1.557 -0.39
C 0.712 0.427 0.493 0.26
N -0.383 -0.357 0.045 -0.02
C -1.777 -0.226 0.558 -0.34
N -2.529 -1.427 0.062 -0.58
C 1.699 0.835 -0.584 -0.19
N 1.831 -0.109 -1.667 -0.61
H -0.175 -1.112 -0.628 0.43
H -1.699 -0.107 1.561 0.46
H -2.150 0.709 0.183 0.32
H -3.038 -1.307 -0.775 0.24
H -3.167 -1.811 0.771 0.26
H 2.647 1.093 -0.107 0.36
H 1.196 1.706 -1.124 0.30
H 1.869 0.463 -2.470 0.24
H 2.787 -0.560 -1.751 0.26
```


Computed, not measured: an isolated ion of composition C3H9N3O and charge +1 in a non-equilibrium geometry, with ωB97M-V/def2-TZVPD.

The HOMO energy (spin up / spin down) comes out at -14.105 / -14.065 eV. The expectation value of S² is 0.76. As for the spin multiplicity: 2. As for the charge: +1.

XYZ file:
```
16
Properties=species:S:1:pos:R:3:mulliken_charge:R:1
O -1.172 -1.485 -0.606 -0.28
C -0.169 -0.898 -0.424 0.49
N -0.008 0.452 -0.610 -0.10
C -1.026 1.324 -0.344 -0.59
N -1.239 1.595 1.169 -0.64
C 1.008 -1.786 -0.317 -0.50
N 1.960 -1.342 0.560 -0.33
H 0.899 0.850 -0.741 0.28
H -0.991 2.333 -0.839 0.44
H -2.036 1.016 -0.779 0.32
H -1.122 2.673 1.125 0.28
H -2.155 1.472 1.502 0.26
H 1.286 -1.980 -1.336 0.32
H 0.655 -2.701 0.156 0.38
H 1.530 -0.941 1.404 0.35
H 2.580 -0.582 0.081 0.34
```


Computed, not measured: a 2-piece molecular cluster, C3H9N3O2 overall in a non-equilibrium geometry, with ωB97M-V/def2-TZVPD.

The HOMO energy comes out at -9.133 eV. As for the structure (SMILES): [H]/N=N\C.CNC(=O)O. As for the charge: 0.

XYZ file:
```
17
Properties=species:S:1:pos:R:3:mulliken_charge:R:1
H -1.972 0.157 -1.369 0.21
N -1.150 -0.481 -1.243 -0.36
N -0.117 -0.129 -1.765 0.01
C -0.009 1.087 -2.501 -0.71
H -0.976 1.591 -2.649 0.36
H 0.469 0.868 -3.455 0.26
H 0.661 1.734 -1.932 0.25
C -0.827 -0.761 2.197 -0.73
N 0.432 -0.888 1.489 -0.27
C 1.016 0.244 0.988 0.63
O 0.524 1.338 1.021 -0.56
O 2.267 0.048 0.518 -0.46
H -0.660 -0.171 3.097 0.25
H -1.585 -0.257 1.579 0.25
H -1.180 -1.752 2.468 0.33
H 0.578 -1.753 0.991 0.25
H 2.529 -0.876 0.566 0.31
```


Computed, not measured: one molecule with the formula C3H9N3O2 in a non-equilibrium geometry, with ωB97M-V/def2-TZVPD.

The HOMO energy (spin up / spin down) comes out at -7.960 / -7.980 eV. As for the charge: 0.

XYZ file:
```
17
Properties=species:S:1:pos:R:3:mulliken_charge:R:1
C -1.571 0.794 0.056 -1.98
C -0.537 -0.331 0.287 1.57
N -1.131 -1.605 -0.092 -0.70
O 0.003 -0.316 1.510 -0.83
H -2.143 -1.604 -0.059 0.23
H -0.779 -2.325 0.528 0.27
H -2.067 0.732 -0.918 0.47
H -2.328 0.695 0.835 0.41
H -1.098 1.769 0.177 0.45
N 2.463 0.423 0.726 -0.12
C 0.723 -0.052 -0.687 -0.51
O 0.509 0.459 -1.967 -0.54
N 1.455 0.897 0.130 -0.03
H -0.266 1.033 -1.951 0.40
H 2.602 -0.587 0.796 0.26
H 2.899 1.011 1.428 0.27
H 1.268 -0.994 -0.799 0.37
```


Calculated total energy values (in eV) by entry order: -9767.488; -9769.341; -9772.789; -9774.171; -9765.236; -9764.531; -11821.111; -11818.579.